[1]
Formula: C5H15N3
Source: the OMol25 dataset
Level of theory: ωB97M-V/def2-TZVPD

XYZ file:
```
23
Properties=species:S:1:pos:R:3
N 0.048 -1.361 -2.135
C -1.317 -0.951 -2.037
C -1.874 -0.443 -0.686
N -0.805 -0.370 0.336
C -0.836 0.797 1.213
C 0.538 1.006 1.793
N 1.525 1.326 0.764
C 2.559 0.326 0.568
H 0.320 -2.115 -1.513
H 0.720 -0.626 -1.967
H -1.423 -0.160 -2.786
H -1.951 -1.700 -2.481
H -2.672 -1.113 -0.345
H -2.313 0.549 -0.738
H -0.783 -1.226 0.867
H -1.657 0.747 1.954
H -1.235 1.649 0.671
H 0.595 1.738 2.602
H 0.839 0.092 2.320
H 1.042 1.526 -0.095
H 2.261 -0.689 0.832
H 3.028 0.481 -0.405
H 3.391 0.517 1.265
```

Summary:
HOMO level = -8.523 eV
SMILES = CNCCNCCN
Spin multiplicity = 1

***

[2]
Formula: C5H15N3
Source: the OMol25 dataset
Level of theory: ωB97M-V/def2-TZVPD

XYZ file:
```
23
Properties=species:S:1:pos:R:3
C 1.942 -0.177 1.102
C 2.027 0.339 -1.206
C -0.650 -1.773 -0.397
N 1.392 0.621 0.046
N -1.011 -0.655 0.456
H -1.656 -0.938 1.192
H 1.963 -1.260 0.888
H 1.396 -0.009 2.029
H 2.998 0.112 1.260
H 3.088 0.648 -1.157
H 2.053 -0.734 -1.472
H 1.556 0.895 -2.017
H -0.116 -1.401 -1.270
H -1.504 -2.370 -0.738
H 0.024 -2.438 0.152
C -1.505 1.709 0.892
C -1.463 0.610 -0.162
N -2.710 0.403 -0.754
H -2.619 -0.377 -1.410
H -0.623 0.852 -0.857
H -2.198 1.436 1.692
H -0.511 1.879 1.299
H -1.873 2.626 0.432
```

Summary:
HOMO level (spin up / spin down) = -8.682 / -8.665 eV
Spin multiplicity = 1

***

[3]
Formula: C5H15N3
Source: the OMol25 dataset
Level of theory: ωB97M-V/def2-TZVPD

XYZ file:
```
23
Properties=species:S:1:pos:R:3
C -1.074 1.174 0.518
C -2.481 0.687 0.236
C -0.640 2.261 -0.445
H -1.001 1.529 1.551
H -0.225 0.295 0.399
H -3.224 1.477 0.400
H 0.388 2.573 -0.230
H -0.673 1.894 -1.476
H -2.581 0.350 -0.801
H -2.743 -0.149 0.892
H -1.274 3.151 -0.366
N 0.699 -1.158 -0.235
N 0.100 -1.386 -1.460
N 0.337 -2.093 0.724
C 2.176 -0.895 -0.349
C 3.039 -0.527 0.601
H -0.902 -1.482 -1.325
H 0.446 -2.270 -1.830
H 0.908 -1.950 1.555
H -0.614 -1.886 1.022
H 2.528 -0.866 -1.381
H 2.771 -0.536 1.652
H 4.041 -0.192 0.349
```

Summary:
HOMO level = -7.783 eV
SMILES = C=CN(N)N.CCC
Spin multiplicity = 1

***

[4]
Formula: C5H15N3
Source: the OMol25 dataset
Level of theory: ωB97M-V/def2-TZVPD

XYZ file:
```
23
Properties=species:S:1:pos:R:3
N -0.757 0.869 1.021
C -0.427 -0.034 -0.059
C -0.258 -1.474 0.382
C 0.952 -1.972 1.305
N 0.716 -1.665 2.717
C 0.622 0.630 -0.955
N -0.232 1.063 -2.152
C -0.941 2.319 -2.030
H -1.709 0.869 1.342
H -0.063 0.833 1.753
H -1.317 -0.027 -0.734
H 0.278 -1.993 -0.548
H -1.143 -2.062 0.595
H 1.918 -1.474 1.057
H 1.202 -2.964 0.964
H 1.285 -0.864 3.031
H 0.766 -2.436 3.392
H 1.149 1.451 -0.434
H 1.355 0.052 -1.491
H 0.367 1.083 -3.006
H -1.584 2.363 -1.142
H -0.448 3.264 -2.220
H -1.731 2.171 -2.787
```

Summary:
Total charge = +1
HOMO level (spin up / spin down) = -12.997 / -12.646 eV
Spin multiplicity = 2
Expectation value of S² = 0.76

***

[5]
Formula: C5H15N3
Source: the OMol25 dataset
Level of theory: ωB97M-V/def2-TZVPD

XYZ file:
```
23
Properties=species:S:1:pos:R:3
N 1.551 1.165 -2.754
C 2.397 0.173 -1.946
C 1.999 0.028 -0.438
N 1.028 -1.042 -0.165
C -0.429 -0.814 -0.192
C -0.839 -0.435 1.218
N -2.243 0.025 1.064
C -2.998 0.233 2.264
H 2.164 1.764 -3.240
H 0.747 1.415 -2.124
H 2.162 -0.805 -2.389
H 3.515 0.585 -1.926
H 1.643 0.987 -0.048
H 2.789 -0.322 0.193
H 1.341 -1.972 0.051
H -1.032 -1.810 -0.681
H -0.711 -0.065 -0.959
H -0.632 -1.220 1.997
H -0.205 0.394 1.624
H -2.185 1.071 0.706
H -3.186 -0.627 2.865
H -2.788 1.123 2.752
H -4.088 0.147 2.128
```

Summary:
Total charge = +1
HOMO level (spin up / spin down) = -12.923 / -12.908 eV
Spin multiplicity = 2
Expectation value of S² = 0.75

***

[6]
Formula: C5H15N3
Source: the OMol25 dataset
Level of theory: ωB97M-V/def2-TZVPD

XYZ file:
```
23
Properties=species:S:1:pos:R:3
N -3.065 0.048 -1.306
C -2.242 1.198 -1.653
C -0.763 0.807 -1.582
N -0.350 0.831 -0.171
C 1.102 0.787 0.024
C 1.713 0.065 1.215
N 1.667 -1.378 1.089
C 2.162 -2.196 2.181
H -3.524 -0.287 -2.140
H -3.675 0.077 -0.506
H -2.590 1.641 -2.575
H -2.311 2.063 -0.961
H -0.213 1.635 -2.059
H -0.524 -0.167 -2.038
H -0.877 0.173 0.418
H 1.416 1.828 0.257
H 1.614 0.639 -0.917
H 2.768 0.352 1.225
H 1.299 0.514 2.142
H 0.695 -1.650 0.975
H 1.364 -2.524 2.873
H 2.517 -3.156 1.788
H 2.834 -1.733 2.903
```

Summary:
Total charge = +1
HOMO level (spin up / spin down) = -12.789 / -12.665 eV
Spin multiplicity = 2
Expectation value of S² = 0.75

***

[7]
Formula: C5H15N3O
Source: the OMol25 dataset
Level of theory: ωB97M-V/def2-TZVPD

XYZ file:
```
24
Properties=species:S:1:pos:R:3
C -0.772 0.119 -0.228
C -1.634 -0.123 1.019
C -0.880 -1.081 -1.179
C -1.345 1.338 -0.960
H 0.643 -1.045 0.919
H -2.685 -0.322 0.763
H -1.616 0.735 1.702
H -1.289 -0.994 1.588
H -1.917 -1.269 -1.493
H -0.524 -2.004 -0.704
H -0.297 -0.926 -2.093
H -0.763 1.578 -1.854
H -2.382 1.174 -1.284
H -1.350 2.231 -0.326
N 1.716 -0.995 1.040
C 1.031 0.688 0.019
N 2.471 -1.742 0.077
N 1.066 1.690 0.969
O 1.729 0.720 -0.980
H 2.316 -0.636 1.786
H 1.835 -2.376 -0.405
H 2.767 -1.082 -0.654
H 0.273 1.823 1.580
H 1.607 2.501 0.700
```

Summary:
HOMO level = -8.127 eV
Spin multiplicity = 1

***

[8]
Formula: C5H15N3O
Source: the OMol25 dataset
Level of theory: ωB97M-V/def2-TZVPD

XYZ file:
```
24
Properties=species:S:1:pos:R:3
C 0.583 0.785 -1.677
C -1.683 -1.581 -1.926
N 0.327 0.694 -2.977
N 0.073 1.652 -0.821
O -0.310 -1.503 -2.006
H 1.277 0.065 -1.272
H 0.088 -0.412 -3.045
H -0.402 1.303 -3.331
H -0.713 2.225 -1.090
H 0.231 1.462 0.186
H -2.192 -0.603 -2.120
H -2.038 -1.908 -0.929
H -2.121 -2.284 -2.658
C 1.029 1.743 2.833
C 0.191 -1.572 1.254
C 0.568 -0.462 2.172
N 0.644 0.758 1.837
H 0.785 -0.754 3.211
H 1.224 1.307 3.821
H 0.235 2.488 2.928
H 1.926 2.265 2.493
H -0.741 -2.026 1.603
H 0.070 -1.283 0.207
H 0.949 -2.359 1.308
```

Summary:
HOMO level = -7.378 eV
Spin multiplicity = 1

***

[9]
Formula: C5H15N4
Source: the OMol25 dataset
Level of theory: ωB97M-V/def2-TZVPD

XYZ file:
```
24
Properties=species:S:1:pos:R:3
C -1.051 1.509 -0.492
C -2.049 0.766 0.443
C 0.374 1.970 -0.055
C -2.442 -0.657 0.025
C 1.544 1.128 -0.029
N -3.774 -0.889 0.229
N -1.621 -1.500 -0.489
N 1.446 -0.145 -0.120
N 3.594 -1.781 0.098
H -0.904 0.877 -1.381
H -1.664 2.388 -0.803
H -1.605 0.718 1.425
H -2.969 1.251 0.525
H 0.747 2.869 -0.803
H 0.139 2.374 0.853
H -4.495 -0.477 0.795
H -4.167 -1.686 -0.335
H 2.574 1.654 0.210
H -1.895 -2.406 -0.800
H 2.258 -0.716 0.113
H 0.605 -0.671 -0.156
H 2.989 -2.398 0.577
H 4.296 -1.402 0.676
H 3.725 -1.918 -0.881
```

Summary:
Total charge = +1
HOMO level = -12.433 eV
Spin multiplicity = 1

***

[10]
Formula: C5H15N4
Source: the OMol25 dataset
Level of theory: ωB97M-V/def2-TZVPD

XYZ file:
```
24
Properties=species:S:1:pos:R:3
C 1.929 0.163 -1.473
C 3.277 0.043 0.571
C -2.472 -0.626 1.215
C -1.691 -1.519 -0.945
C -1.148 1.824 0.427
N 0.892 -0.211 0.576
N 1.864 -0.057 -0.072
N -1.820 -0.403 0.001
N -1.160 0.595 -0.346
H 2.898 0.202 -1.899
H 1.207 -0.436 -1.970
H 1.431 1.080 -1.442
H 3.728 1.003 0.377
H 3.155 0.049 1.701
H 3.952 -0.742 0.300
H -3.264 -1.316 1.035
H -1.894 -1.266 1.893
H -2.721 0.362 1.718
H -1.296 -2.410 -0.504
H -2.696 -1.499 -1.495
H -1.032 -1.259 -1.831
H -1.276 1.513 1.560
H -1.751 2.740 0.262
H -0.112 2.167 0.340
```

Summary:
Total charge = +1
HOMO level (spin up / spin down) = -11.688 / -11.689 eV
Spin multiplicity = 1

***

[11]
Formula: C5H15N4
Source: the OMol25 dataset
Level of theory: ωB97M-V/def2-TZVPD

XYZ file:
```
24
Properties=species:S:1:pos:R:3
C 0.523 1.293 0.364
C 0.709 -0.931 0.216
C 2.179 0.301 -1.322
C -1.427 -1.303 -1.104
C -1.847 1.106 1.138
N 1.417 0.315 -0.083
N -0.744 -0.646 -0.027
N 0.798 -1.449 1.563
N -0.930 0.797 0.048
H 0.617 1.505 1.414
H 0.568 2.172 -0.131
H 1.042 -1.782 -0.457
H 2.889 -0.500 -1.256
H 1.563 -0.054 -2.196
H 2.682 1.311 -1.323
H -2.570 -1.190 -0.917
H -1.184 -1.124 -2.083
H -1.175 -2.439 -0.873
H -1.598 0.447 2.048
H -1.561 2.183 1.540
H -2.847 0.802 0.876
H 1.692 -1.245 1.859
H -0.087 -1.206 2.130
H -1.203 1.207 -0.923
```

Summary:
Total charge = +1
HOMO level (spin up / spin down) = -7.210 / -14.387 eV
Spin multiplicity = 3
Expectation value of S² = 2.01

***

[12]
Formula: C5H15N5O10
Source: the OMol25 dataset
Level of theory: ωB97M-V/def2-TZVPD

XYZ file:
```
35
Properties=species:S:1:pos:R:3
C 1.193 -0.344 3.012
N 2.633 -0.660 2.959
O 2.983 -1.531 3.727
O 3.388 -0.100 2.181
H 0.751 -1.043 3.756
H 0.832 -0.389 2.004
H 1.057 0.695 3.358
C 0.966 0.824 -1.124
N -0.376 1.386 -1.010
O -1.192 1.183 -1.926
O -0.499 1.991 -0.016
H 1.151 0.445 -0.120
H 1.652 1.679 -1.312
H 0.974 0.066 -1.910
C 4.061 -1.049 -2.211
N 3.669 -0.198 -3.393
O 4.448 0.464 -4.006
O 2.474 -0.353 -3.735
H 4.028 -0.338 -1.386
H 5.067 -1.393 -2.411
H 3.329 -1.773 -2.041
C -3.713 1.408 1.557
N -3.231 2.210 2.684
O -2.056 1.972 3.015
O -3.981 2.888 3.349
H -4.431 1.851 0.878
H -4.091 0.520 1.964
H -2.901 1.143 0.851
C -3.165 -1.630 -1.610
N -1.908 -1.735 -0.787
O -1.392 -2.843 -0.601
O -1.555 -0.707 -0.288
H -3.688 -0.819 -1.158
H -3.656 -2.601 -1.678
H -2.820 -1.216 -2.569
```

Summary:
HOMO level = -11.083 eV
SMILES = C[N+](=O)[O-].C[N+](=O)[O-].C[N+](=O)[O-].C[N+](=O)[O-].C[N+](=O)[O-]
Spin multiplicity = 1

***

[13]
Formula: C5H15N5O10
Source: the OMol25 dataset
Level of theory: ωB97M-V/def2-TZVPD

XYZ file:
```
35
Properties=species:S:1:pos:R:3
C -2.346 1.658 -0.701
N -2.607 3.095 -0.489
O -2.197 3.864 -1.357
O -3.140 3.490 0.482
H -2.809 1.156 0.149
H -1.264 1.592 -0.586
H -2.710 1.381 -1.690
C -0.641 -1.099 0.338
N -0.264 -0.828 -1.077
O -0.025 0.294 -1.294
O -0.422 -1.729 -1.826
H -1.456 -0.441 0.640
H 0.274 -0.790 0.843
H -0.830 -2.142 0.594
C -0.006 0.750 -3.732
N -1.318 0.225 -4.324
O -1.390 -0.049 -5.490
O -2.309 0.147 -3.574
H -0.227 1.138 -2.738
H 0.494 1.481 -4.367
H 0.661 -0.101 -3.591
C 2.899 0.339 2.316
N 2.999 0.241 0.773
O 2.022 -0.188 0.178
O 3.970 0.797 0.235
H 3.892 -0.015 2.592
H 2.310 -0.501 2.683
H 2.724 1.350 2.684
C 1.137 -2.071 3.055
N -0.284 -2.241 3.383
O -1.115 -1.361 3.101
O -0.557 -3.329 3.903
H 1.618 -1.349 3.715
H 1.172 -1.795 2.001
H 1.748 -2.967 3.172
```

Summary:
HOMO level = -10.674 eV
SMILES = C[N+](=O)[O-].C[N+](=O)[O-].C[N+](=O)[O-].C[N+](=O)[O-].C[N+](=O)[O-]
Spin multiplicity = 1

***

[14]
Formula: C5H15NO
Source: the OMol25 dataset
Level of theory: ωB97M-V/def2-TZVPD

XYZ file:
```
22
Properties=species:S:1:pos:R:3
C 0.450 -1.619 -0.188
C -0.833 -1.783 -0.973
C 0.461 -0.957 1.190
N 0.266 0.512 0.909
C -0.032 1.366 2.068
C -0.487 2.715 1.482
H 1.015 -2.635 -0.090
H 1.189 -1.173 -0.905
H -1.226 -0.778 -1.268
H -1.685 -2.245 -0.419
H -0.908 -2.418 -1.851
H 1.486 -1.158 1.545
H -0.205 -1.345 1.965
H -0.517 0.481 0.252
H -0.745 0.932 2.774
H 0.848 1.545 2.713
H 0.262 3.149 0.816
H -1.367 2.687 0.836
H -0.638 3.477 2.245
H 0.564 -0.436 -2.829
H -0.288 0.386 -3.751
O 0.382 -0.307 -3.769
```

Summary:
HOMO level = -9.097 eV
SMILES = CCCNCC.O
Spin multiplicity = 1

***

[15]
Formula: C5H15NO
Source: the OMol25 dataset
Level of theory: ωB97M-V/def2-TZVPD

XYZ file:
```
22
Properties=species:S:1:pos:R:3
C 1.649 -0.515 -0.058
C 0.151 -0.535 -0.004
C -0.345 -0.774 1.440
C -1.814 -1.214 1.465
C 0.050 0.373 2.383
N -0.408 0.763 -0.472
H 2.057 -1.533 0.060
H 2.100 -0.185 -0.985
H 2.169 0.044 0.714
H -0.316 -1.348 -0.564
H 0.192 -1.657 1.815
H -1.881 -2.230 1.102
H -2.464 -0.474 1.006
H -2.155 -1.258 2.500
H 1.074 0.144 2.651
H -0.159 1.356 1.975
H -0.553 0.386 3.294
H -0.316 0.730 -1.483
H -1.403 0.729 -0.271
H 1.547 1.719 -3.875
H 0.150 2.260 -3.731
O 0.626 1.463 -3.987
```

Summary:
HOMO level = -9.329 eV
SMILES = CC(C)[C@H](C)N.O
Spin multiplicity = 1

***

[16]
Formula: C5H15NO
Source: the OMol25 dataset
Level of theory: ωB97M-V/def2-TZVPD

XYZ file:
```
22
Properties=species:S:1:pos:R:3
C 2.426 0.915 1.774
C 2.639 -0.002 0.534
N 1.405 -0.650 0.064
C 1.189 0.875 -1.951
C 0.481 0.071 -0.827
C -0.485 -0.921 -1.455
H 2.970 1.854 1.696
H 1.366 1.148 1.905
H 2.747 0.426 2.692
H 3.324 -0.772 0.877
H 2.934 0.668 -0.270
H 0.851 -0.808 0.904
H 0.498 1.455 -2.553
H 1.791 0.185 -2.543
H 1.867 1.590 -1.481
H 0.021 0.891 -0.255
H -1.151 -0.317 -2.074
H -1.004 -1.501 -0.698
H 0.105 -1.522 -2.143
H -7.164 -0.079 1.662
H -5.964 -0.591 2.305
O -6.295 -0.444 1.403
```

Summary:
HOMO level = -8.556 eV
SMILES = CCNC(C)C.O
Spin multiplicity = 1

***

[17]
Formula: C5H15NO
Source: the OMol25 dataset
Level of theory: ωB97M-V/def2-TZVPD

XYZ file:
```
22
Properties=species:S:1:pos:R:3
C 1.228 -1.004 1.131
C 2.495 -0.686 1.963
C 0.519 0.231 0.679
N -0.372 0.098 -0.522
C 0.229 -0.442 -1.723
C -0.685 -0.388 -2.943
H 0.491 -1.525 1.760
H 1.581 -1.636 0.317
H 2.916 -1.601 2.359
H 3.122 -0.099 1.290
H 2.221 -0.004 2.772
H -0.201 0.669 1.364
H 1.272 0.937 0.300
H -1.168 -0.491 -0.297
H 0.507 -1.504 -1.592
H 1.174 0.073 -1.919
H -0.174 -0.927 -3.743
H -0.787 0.633 -3.306
H -1.631 -0.874 -2.717
H -2.421 1.284 0.926
H -2.608 2.712 1.465
O -3.077 1.899 1.193
```

Summary:
HOMO level = -8.882 eV
SMILES = CCCNCC.O
Spin multiplicity = 1

***

[18]
Formula: C5H15NO2
Source: the OMol25 dataset
Level of theory: ωB97M-V/def2-TZVPD

XYZ file:
```
23
Properties=species:S:1:pos:R:3
C -0.956 -0.885 1.823
N 0.103 -1.137 0.709
C 0.924 0.014 0.548
C 0.674 0.533 -0.939
C 1.771 1.497 -1.084
O 0.746 -0.373 -1.985
C -1.434 0.542 1.877
H -1.771 -1.686 1.509
H -0.708 -1.165 2.867
H 0.778 -1.957 0.781
H 2.038 -0.412 0.528
H 0.936 0.695 1.422
H -0.440 0.877 -0.933
H 2.785 0.909 -1.231
H 1.816 2.176 -0.277
H 1.727 2.052 -2.035
H 0.871 -1.336 -1.918
H -2.520 0.396 2.344
H -0.967 1.357 2.576
H -1.675 0.914 0.932
H -1.610 -0.381 -2.580
H -1.165 -1.476 -2.748
O -1.920 -1.154 -2.187
```

Summary:
HOMO level = -8.550 eV
SMILES = CCNC[C@@H](C)O.O
Spin multiplicity = 1

***

[19]
Formula: C5H15NO2
Source: the OMol25 dataset
Level of theory: ωB97M-V/def2-TZVPD

XYZ file:
```
23
Properties=species:S:1:pos:R:3
C -0.539 -0.266 -2.435
C 0.327 -1.069 -1.574
C 0.269 -0.664 -0.161
N 1.183 -1.425 0.665
C 0.932 -1.305 2.135
C 1.069 0.157 2.688
H -1.546 -0.418 -2.077
H -0.509 -0.708 -3.458
H -0.333 0.801 -2.429
H 0.037 -2.117 -1.554
H -0.822 -0.704 0.149
H 0.552 0.425 -0.128
H 0.003 -1.743 2.518
H 1.765 -1.841 2.630
H 0.336 0.950 2.430
H 1.126 0.090 3.806
H 2.062 0.505 2.345
H -0.281 3.384 -1.004
H 1.377 -1.057 -1.963
O -0.353 2.586 -0.440
H -1.315 1.914 -0.669
H -3.073 1.429 -0.577
O -2.267 1.077 -0.897
```

Summary:
HOMO level = -8.289 eV
Spin multiplicity = 1

***

[20]
Formula: C5H15NO2
Source: the OMol25 dataset
Level of theory: ωB97M-V/def2-TZVPD

XYZ file:
```
23
Properties=species:S:1:pos:R:3
C -0.294 -1.784 0.534
N -0.976 -0.846 -0.423
C -0.211 -0.932 -1.743
C -0.799 0.509 0.128
C 0.320 0.500 1.233
C 0.685 -0.989 1.357
H -1.088 -2.334 1.048
H 0.219 -2.562 -0.025
H 0.684 -0.337 -1.564
H -0.046 -1.989 -1.902
H -0.853 -0.591 -2.552
H -0.792 1.196 -0.737
H -1.773 0.863 0.482
H 1.176 1.136 1.044
H -0.295 0.781 2.083
H 0.685 -1.174 2.428
H 1.700 -1.225 1.035
H -5.632 1.205 1.838
H -4.527 0.367 1.457
O -5.046 0.588 2.239
H 5.370 2.173 -2.005
H 6.150 2.987 -3.041
O 5.343 2.456 -2.915
```

Summary:
HOMO level = -8.543 eV
SMILES = CN1CCCC1.O.O
Spin multiplicity = 1

***

Record order is preserved below.
Energy above the lowest of the compared OMol25 structures with the same formula, charge and spin: 42.3, 109.7, 89.5, 52.9, 70.9, 31.6, 71.9, 66.5, 12.6, 123.2, 47.7, 25.0, 66.4, 32.4, 16.0, 28.7, 24.5, 91.8, 167.2, 45.7 kcal per mole